{"formula": "C3H9N2OS", "method": "ωB97M-V with the def2-TZVPD basis set", "e_homo_ev": -14.5, "gap_ev": 10.191, "e_lumo_ev": -4.305, "energy_ha": -702.19659, "charge": 1, "species": ["C", "C", "C", "N", "N", "O", "S", "H", "H", "H", "H", "H", "H", "H", "H", "H"], "positions_angstrom": [[-1.1029, 0.6371, 1.0050], [-2.2902, -0.3885, -0.7307], [2.6170, 1.2074, -0.6116], [0.6732, -2.0222, 1.1627], [-1.1241, -0.1610, 0.0542], [1.6697, -0.0265, -0.5015], [0.5121, -1.3014, -0.1014], [-0.0922, 0.6433, 1.4729], [-2.0446, 1.1757, 1.2597], [-1.8861, -0.7477, -1.7747], [-3.0422, 0.3605, -0.7097], [-2.8741, -1.3331, -0.4366], [2.0303, 1.5126, -1.4763], [2.5244, 1.9480, 0.2059], [3.6075, 0.8723, -0.8269], [0.8223, -2.3766, 2.0091]], "atomic_forces_ev_per_a": [[0.43, 0.76, 1.09], [0.07, -4.26, -2.64], [-2.93, -0.19, -0.12], [-1.32, 2.67, -6.20], [-0.71, -0.19, 0.15], [-1.53, -2.22, 1.08], [3.62, 0.46, 0.58], [-1.10, 0.82, 0.50], [1.16, -0.01, 0.23], [-1.15, 1.36, 1.56], [-0.10, 1.17, -0.31], [1.16, 1.10, 0.19], [1.12, 1.03, -0.17], [0.07, -0.86, -0.22], [0.41, -0.40, 0.07], [0.80, -1.24, 4.21]]}